[1]
{
  "formula": "C21H28N4O4",
  "method": "wB97M-V/def2-TZVPD",
  "symbols": ["H", "C", "H", "O", "C", "C", "O", "C", "H", "H", "H", "C", "H", "H", "H", "C", "C", "H", "H", "C", "C", "H", "N", "C", "H", "N", "O", "C", "C", "H", "H", "C", "H", "C", "H", "C", "H", "H", "H", "C", "H", "O", "C", "N", "C", "H", "C", "H", "C", "C", "H", "H", "N", "H", "H", "H", "H"],
  "positions_angstrom": [[0.6953, 1.7266, -1.5515], [0.1446, 0.6584, 0.2076], [10.1081, 1.3853, 0.2501], [4.1885, -2.2849, 0.5261], [9.2863, -1.2900, 0.0131], [8.0421, 2.0641, -0.2171], [-6.4816, 1.9002, -0.1736], [-6.4283, -0.4650, -0.5630], [9.2851, -1.8461, -0.9272], [-2.0674, -1.1106, 0.7169], [2.1072, -1.6121, 1.7622], [2.2696, 0.4213, -0.9147], [-9.2795, -3.3096, -0.1594], [6.5701, -1.5156, -1.6502], [-8.2989, 0.0351, 0.4039], [1.0227, 0.9983, -0.8260], [1.7937, -0.8693, 1.0443], [2.9139, 0.6905, -1.7379], [-6.1035, -1.1258, 0.2440], [7.2576, 0.0943, -0.4325], [0.5437, -0.2894, 1.1455], [-1.5929, 0.9398, 2.1493], [6.9143, 1.3577, -0.4922], [-8.6231, -2.5039, 0.1646], [-3.4848, -0.5175, 1.6034], [-4.4531, 0.9761, -0.4407], [-1.0447, 1.3131, 0.1904], [-3.0342, 2.1860, 1.1381], [3.9966, -1.2053, -0.0070], [-6.1086, -0.8896, -1.5168], [-8.2622, 0.3543, -1.3411], [6.3287, -1.0414, -0.6859], [-2.7976, 0.0984, -1.3118], [9.0802, 1.2100, 0.0082], [-2.4904, 3.1189, 1.2857], [-5.8041, 0.9081, -0.3665], [-3.7429, 2.0588, 1.9573], [4.8802, 0.4198, -0.9223], [-7.6268, -2.9168, 0.3637], [-3.5266, -0.1264, -0.5243], [-9.0154, -2.0662, 1.0909], [-8.6095, -1.5611, -0.8765], [2.6762, -0.5215, 0.0281], [8.5729, -0.0537, -0.1311], [-2.0457, 1.0156, 1.1502], [8.8228, -1.9105, 0.7831], [-3.7880, 2.2391, -0.1902], [6.4079, -1.8104, 0.0929], [-2.7791, -0.2884, 0.8032], [-7.9581, -0.3520, -0.5659], [-4.0383, -1.0508, -0.7834], [8.0290, 3.1348, -0.2006], [4.9691, -0.5602, -0.6979], [-3.0826, 2.4348, -1.0029], [10.3152, -1.0798, 0.2993], [-4.5505, 3.0185, -0.1688], [-0.1031, -0.5842, 1.9570]],
  "atomic_forces_ev_per_a": [[-0.037, 0.076, -0.087], [0.302, -0.043, -0.211], [0.216, -0.001, 0.058], [-0.042, -0.120, 0.175], [0.100, -0.475, 0.006], [0.346, -0.019, 0.059], [-0.368, 0.190, 0.099], [-0.504, 0.128, 0.029], [0.062, 0.013, 0.064], [0.002, -0.040, 0.067], [0.025, -0.065, 0.043], [0.002, -0.108, 0.167], [0.033, -0.037, 0.093], [0.035, -0.018, 0.188], [-0.015, -0.009, -0.117], [-0.232, 0.072, 0.081], [0.268, 0.004, -0.179], [0.055, 0.036, -0.085], [0.095, -0.070, -0.066], [0.013, 0.111, 0.037], [-0.312, 0.129, 0.083], [-0.016, 0.022, -0.175], [-0.508, -0.282, -0.135], [0.022, -0.023, 0.003], [-0.015, -0.048, 0.035], [0.293, 0.231, -0.091], [0.107, 0.102, -0.163], [0.274, -0.157, -0.307], [0.087, -0.019, -0.189], [0.069, -0.077, 0.055], [0.038, -0.009, 0.172], [-0.076, -0.411, -0.056], [-0.096, -0.113, 0.001], [0.073, 0.396, 0.008], [0.019, 0.022, 0.081], [0.042, -0.409, -0.140], [-0.018, 0.007, 0.036], [-0.098, 0.008, 0.129], [-0.030, -0.009, 0.019], [0.098, -0.369, 0.163], [0.002, -0.018, -0.005], [0.024, -0.074, -0.150], [-0.304, -0.029, 0.179], [-0.384, 0.254, -0.090], [-0.422, -0.141, 0.624], [0.079, 0.022, -0.023], [-0.110, 0.385, 0.197], [0.012, 0.099, -0.169], [0.253, 0.191, -0.293], [0.154, 0.276, -0.009], [0.023, 0.069, -0.045], [0.115, 0.222, 0.035], [0.286, 0.196, -0.156], [-0.064, 0.029, -0.002], [-0.068, -0.019, -0.017], [0.170, -0.072, -0.068], [-0.080, -0.006, 0.042]],
  "homo_energy_ev": -8.7,
  "lumo_ev": 0.67,
  "smiles": "COCCC(=O)N1CCC(Oc2ccc(C(=O)NCc3nccn3C)cc2)CC1",
  "total_energy_ha": -1337.0345,
  "spin_multiplicity": 1
}

[2]
{
  "formula": "C21H28N4O4",
  "method": "wB97M-V/def2-TZVPD",
  "symbols": ["H", "H", "H", "H", "C", "N", "H", "H", "N", "H", "H", "H", "C", "H", "H", "H", "H", "C", "N", "C", "C", "O", "C", "H", "C", "H", "C", "H", "H", "H", "H", "C", "H", "C", "H", "C", "C", "C", "H", "H", "C", "C", "C", "C", "C", "O", "N", "C", "C", "H", "H", "H", "H", "O", "H", "C", "O"],
  "positions_angstrom": [[1.5787, 4.0085, 0.9982], [-1.6985, 2.8479, 3.4722], [1.8752, -1.6653, 1.1492], [0.0221, -1.1577, 2.1178], [-1.2032, 2.8328, 2.5109], [-2.9254, 0.0084, 1.6636], [2.7593, 3.9683, -2.9282], [3.0694, -1.6558, -0.1630], [1.1804, -2.2661, -0.7232], [4.7769, 2.6014, -2.5549], [-1.4051, -1.9921, 3.9693], [-3.1742, -0.3400, 3.7458], [3.4115, 4.2060, -2.0915], [0.0601, -0.3910, -2.3310], [2.4046, 0.7024, 0.3522], [-1.6168, 1.6873, -0.6301], [0.5263, 2.8720, -0.9236], [4.2102, 2.9726, -1.6951], [-0.6773, -1.8836, 2.0312], [1.4113, -2.0610, -2.1404], [1.1281, -0.5922, -2.4802], [-2.9574, -3.7450, 0.7021], [2.0297, -1.4318, 0.0958], [2.8068, 4.5529, -1.2567], [0.6360, 3.4964, 1.1208], [-3.7199, 1.6628, 0.7055], [-0.0700, -2.5911, -0.3321], [0.7521, -2.7150, -2.7110], [-4.4908, -0.3918, 0.3560], [-3.6537, 1.8388, 2.4716], [4.0916, 4.9982, -2.3907], [0.0090, 3.4839, 2.3544], [-2.5139, -2.5389, 2.6973], [-1.1566, 2.1917, 0.2073], [1.3987, -0.3667, -3.5120], [-1.9168, -3.2988, 0.2722], [-1.7972, 2.1760, 1.4409], [-0.8339, -2.4752, 0.8336], [-4.0010, -1.7577, 1.3467], [4.8888, 3.1895, -0.8674], [-3.1110, 1.4577, 1.5890], [2.7306, 1.2025, -2.1560], [-4.1630, -0.6838, 1.3521], [-1.1286, -3.3500, -1.0185], [-1.7788, -1.7806, 2.9613], [2.8803, 1.3592, -3.3440], [1.9017, 0.2769, -1.6165], [0.0468, 2.8552, 0.0439], [1.7351, 0.0455, -0.2001], [0.4594, 3.9895, 3.1962], [-4.9636, -0.4502, 2.0705], [-1.6131, 0.3386, 3.2256], [2.4531, -2.3065, -2.3625], [3.3684, 1.9280, -1.2076], [0.6975, 0.2707, 0.0797], [-2.3974, -0.3778, 2.9607], [-1.2894, -3.7469, -2.1500]],
  "atomic_forces_ev_per_a": [[0.092, 0.050, -0.023], [-0.069, -0.021, 0.081], [0.056, -0.022, -0.011], [-0.050, -0.146, -0.110], [-0.082, -0.014, -0.051], [0.025, 0.110, 0.063], [-0.034, 0.034, -0.063], [-0.054, 0.002, 0.099], [-0.162, -0.344, 0.159], [-0.019, 0.047, 0.194], [-0.144, -0.033, -0.071], [0.045, 0.070, -0.003], [0.054, -0.410, 0.103], [0.008, -0.028, -0.039], [-0.139, -0.064, 0.021], [-0.059, -0.074, -0.117], [0.064, -0.006, -0.108], [0.236, 0.359, -0.327], [0.326, -0.006, -0.151], [-0.170, 0.271, -0.463], [0.128, -0.228, -0.335], [0.230, 0.078, -0.165], [-0.058, 0.464, 0.170], [-0.039, 0.090, 0.085], [0.079, 0.044, 0.022], [-0.035, 0.006, 0.090], [0.068, -0.082, 0.425], [0.059, 0.013, 0.023], [-0.061, -0.022, -0.032], [-0.022, 0.000, -0.080], [0.056, 0.125, -0.029], [0.103, 0.056, 0.065], [0.043, -0.016, 0.066], [-0.022, 0.067, 0.033], [-0.110, -0.034, 0.104], [-0.534, -0.190, 0.356], [-0.053, 0.095, 0.081], [0.425, 0.209, -0.199], [-0.075, -0.057, -0.005], [-0.054, -0.054, -0.113], [0.091, -0.117, -0.042], [-0.004, 0.011, 0.164], [-0.015, -0.067, 0.010], [-0.021, 0.025, -0.734], [-0.277, 0.287, 0.309], [0.179, 0.213, -0.370], [-0.066, -0.023, 0.148], [-0.045, 0.012, -0.070], [0.219, -0.201, 0.329], [0.041, 0.045, 0.062], [-0.049, 0.027, 0.028], [-0.063, -0.055, 0.081], [-0.037, 0.014, -0.010], [-0.228, -0.195, 0.080], [0.100, -0.027, 0.065], [0.103, -0.244, -0.114], [0.022, -0.042, 0.319]],
  "homo_energy_ev": -7.8,
  "lumo_ev": 0.45,
  "smiles": "CCOC(=O)N1CCN(c2c(NCCN(C)Cc3ccccc3)c(=O)c2=O)CC1",
  "total_energy_ha": -1336.9974,
  "spin_multiplicity": 1
}

Sequential gap between HOMO and LUMO output: 9.35 8.28 eV
Sequential energy above the lowest of the compared OMol25 structures with the same formula, charge and spin output: 286.9 384.5 kJ/mol